Run 1
Formula: C11H16N3
Source: the OMol25 dataset
Level of theory: ωB97M-V/def2-TZVPD

Output
Gap between HOMO and LUMO: 8.9 eV
Net charge: +1
E_HOMO: -13.23 eV
Molecular weight: 190.270 g/mol
Multiplicity: 1

Cartesian coordinates (Å):
C (-3.571, 1.721, -0.143)
C (-4.214, 0.714, 0.560)
C (-2.328, 1.542, -0.698)
C (-3.682, -0.498, 0.776)
C (-1.753, 0.268, -0.574)
C (-2.409, -0.735, 0.123)
C (1.087, -3.101, 0.052)
C (1.429, 1.441, 1.480)
C (1.234, 1.944, -0.980)
C (0.347, -2.502, -1.101)
C (1.898, 1.529, 0.073)
N (-0.665, -0.304, -1.057)
N (-1.602, -1.902, 0.082)
N (-0.575, -1.519, -0.596)
H (-4.118, 2.642, -0.379)
H (-5.182, 1.092, 0.912)
H (-2.010, 2.321, -1.515)
H (-4.106, -1.251, 1.418)
H (2.006, -3.736, -0.321)
H (1.376, -2.233, 0.802)
H (0.521, -3.889, 0.566)
H (1.288, 2.491, 1.829)
H (0.471, 0.983, 1.668)
H (2.196, 1.036, 2.138)
H (1.730, 1.910, -1.903)
H (0.329, 2.688, -0.787)
H (0.061, 0.349, -1.211)
H (-0.339, -3.189, -1.594)
H (0.882, -2.057, -1.914)
H (2.871, 1.027, -0.108)

Löwdin atomic charge list, values in e, 2 entries:
1 C -0.060
2 C -0.078

Run 2
Formula: C11H16N3
Source: the OMol25 dataset
Level of theory: ωB97M-V/def2-TZVPD

Output
Gap between HOMO and LUMO (spin up / spin down): 6.7 / 6.7 eV
Net charge: +1
E_HOMO (spin up / spin down): -10.54 / -10.54 eV
Molecular weight: 190.270 g/mol
SMILES string: C=C/C=c1/c(=[NH2+])cc(C)[nH]/c1=C(\C)N
Multiplicity: 1

Cartesian coordinates (Å):
C (1.678, -1.096, -1.665)
C (0.873, -0.187, 0.531)
C (1.904, -0.726, -0.378)
C (-0.303, 0.259, -0.172)
C (0.341, -0.907, -2.236)
C (1.102, -0.250, 1.870)
C (0.087, 0.048, 2.892)
C (0.533, 0.408, 4.114)
C (-1.231, 1.188, 0.251)
C (0.026, -1.305, -3.606)
C (-2.574, 1.256, -0.460)
N (-0.533, -0.235, -1.457)
N (3.094, -0.998, 0.143)
N (-1.022, 2.017, 1.251)
H (2.454, -1.489, -2.265)
H (2.070, -0.565, 2.222)
H (-0.934, 0.229, 2.561)
H (1.496, 0.073, 4.389)
H (-0.251, 0.611, 4.797)
H (-0.869, -2.074, -3.542)
H (-0.156, -0.628, -4.427)
H (0.815, -1.827, -4.116)
H (-2.429, 1.850, -1.464)
H (-3.373, 1.750, 0.271)
H (-3.065, 0.388, -0.750)
H (-1.456, 0.157, -1.849)
H (3.884, -1.483, -0.276)
H (3.348, -0.621, 1.069)
H (-1.611, 2.893, 1.326)
H (-0.094, 2.194, 1.686)

Löwdin atomic charge list, values in e, 2 entries:
1 C 0.041
2 C -0.105

Which of them is the most stable, and which is the least stable? run 2 and run 1, in that order.

Run 1
Formula: C11H16N3
Source: the OMol25 dataset
Level of theory: ωB97M-V/def2-TZVPD

Output
Gap between HOMO and LUMO: 6.7 eV
Net charge: +1
E_HOMO: -9.81 eV
Molecular weight: 190.270 g/mol
Multiplicity: 1

Cartesian coordinates (Å):
C (3.476, -0.994, 1.151)
C (3.758, 0.237, 0.544)
C (2.222, -1.563, 1.072)
C (2.805, 0.644, -0.343)
C (1.066, -1.070, 0.356)
C (1.451, 0.080, -0.446)
C (-1.292, -0.962, -0.252)
C (-1.290, 0.602, 0.068)
C (-0.157, 1.613, -1.740)
C (-0.139, -1.780, 0.363)
C (-2.345, 2.204, -1.316)
N (0.841, 0.685, -1.563)
N (-1.171, 1.569, -0.928)
N (-0.531, -2.483, 1.644)
H (4.196, -1.416, 1.762)
H (4.822, 0.615, 0.665)
H (2.177, -2.460, 1.679)
H (3.101, 1.500, -0.982)
H (-2.280, -1.216, 0.067)
H (-1.151, -0.861, -1.449)
H (-2.231, 0.723, 0.525)
H (-0.532, 0.687, 0.856)
H (-0.183, 2.214, -2.781)
H (-2.268, 2.957, -2.062)
H (-3.033, 1.446, -1.745)
H (-2.991, 2.610, -0.457)
H (1.308, 0.571, -2.498)
H (0.395, -2.499, 2.085)
H (-1.016, -3.346, 1.354)
H (-1.104, -1.871, 2.290)

Löwdin atomic charge list, values in e, 2 entries:
1 C -0.084
2 C -0.098

Run 2
Formula: C11H16N3
Source: the OMol25 dataset
Level of theory: ωB97M-V/def2-TZVPD

Output
Gap between HOMO and LUMO (spin up / spin down): 7.1 / 7.2 eV
Net charge: +1
E_HOMO (spin up / spin down): -10.60 / -10.85 eV
Molecular weight: 190.270 g/mol
Multiplicity: 1

Cartesian coordinates (Å):
C (0.352, 3.704, 1.920)
C (0.273, 3.192, 0.600)
C (0.381, 2.643, 2.788)
C (0.344, 1.847, 0.755)
C (-0.679, -0.765, 2.019)
C (0.381, 0.144, 2.586)
C (-1.322, -0.308, -1.506)
C (1.004, -0.855, -0.712)
C (-1.319, -1.592, -2.337)
C (0.965, -2.133, -1.559)
C (-0.408, -0.491, -0.326)
N (-0.991, -0.921, 0.796)
N (0.330, 1.490, 2.056)
N (0.082, -1.909, -2.736)
H (0.402, 4.742, 2.181)
H (0.253, 3.749, -0.313)
H (0.439, 2.628, 3.858)
H (-1.294, -1.306, 2.727)
H (0.257, 0.206, 3.670)
H (1.372, -0.293, 2.388)
H (-1.002, 0.539, -2.114)
H (-2.335, -0.112, -1.157)
H (1.620, -1.032, 0.167)
H (1.463, -0.052, -1.291)
H (-1.701, -2.418, -1.733)
H (-1.932, -1.492, -3.234)
H (1.964, -2.405, -1.906)
H (0.554, -2.959, -0.974)
H (0.094, -2.732, -3.348)
H (0.452, -1.109, -3.267)

Löwdin atomic charge list, values in e, 2 entries:
1 C -0.090
2 C -0.097

Which of them is the most stable, and which is the least stable? run 2 and run 1, in that order.

Run 1
Formula: C2H6O2Si
Source: the OMol25 dataset
Level of theory: ωB97M-V/def2-TZVPD

Output
Gap between HOMO and LUMO: 10.1 eV
Net charge: 0
E_HOMO: -10.57 eV
Molecular weight: 90.154 g/mol
SMILES string: C=C[SiH]=O.O
Multiplicity: 1

Cartesian coordinates (Å):
C (2.893, 0.211, -0.419)
C (1.887, -0.388, 0.159)
O (-4.349, -0.099, -0.084)
O (-1.173, 0.479, -0.258)
Si (0.139, 0.283, 0.455)
H (3.929, -0.069, -0.481)
H (2.532, 1.099, -0.977)
H (2.097, -1.252, 0.780)
H (-4.541, -0.592, -0.937)
H (-3.350, 0.006, -0.120)
H (-0.063, 0.321, 1.882)

Löwdin atomic charge list, values in e, 2 entries:
1 C -0.067
2 C -0.292

Run 2
Formula: C2H6O2Si
Source: the OMol25 dataset
Level of theory: ωB97M-V/def2-TZVPD

Output
Gap between HOMO and LUMO: 10.5 eV
Net charge: 0
E_HOMO: -9.79 eV
Molecular weight: 90.154 g/mol
SMILES string: C=C[SiH2]OO
Multiplicity: 1

Cartesian coordinates (Å):
C (-1.150, 1.138, -0.598)
C (-0.572, -0.055, -0.819)
O (2.345, 0.361, 1.782)
O (1.110, 0.360, 1.074)
Si (0.427, -1.004, 0.396)
H (-1.929, 1.397, -1.264)
H (-1.062, 1.629, 0.355)
H (-0.587, -0.525, -1.870)
H (2.316, 1.052, 2.537)
H (-0.598, -1.547, 1.304)
H (1.236, -2.165, -0.046)

Löwdin atomic charge list, values in e, 2 entries:
1 C -0.054
2 C -0.297

Which of them is the most stable, and which is the least stable? run 1 and run 2, in that order.

Run 1
Formula: F4KN2O8S4
Source: the OMol25 dataset
Level of theory: ωB97M-V/def2-TZVPD

Output
Gap between HOMO and LUMO: 7.9 eV
Net charge: -1
E_HOMO: -6.70 eV
Molecular weight: 399.364 g/mol
Multiplicity: 1

Cartesian coordinates (Å):
K (4.730, -22.674, -5.408)
N (9.086, -20.881, -5.935)
S (8.232, -20.329, -4.856)
O (8.739, -20.208, -3.523)
O (6.800, -20.464, -4.947)
F (8.478, -18.796, -5.350)
S (8.745, -22.477, -5.304)
O (7.397, -22.975, -5.545)
O (9.352, -22.820, -4.046)
F (9.582, -23.308, -6.400)
N (4.378, -17.857, -7.663)
S (5.102, -19.436, -7.652)
O (4.357, -20.544, -7.008)
O (6.534, -19.536, -7.783)
F (4.637, -19.630, -9.171)
S (5.083, -17.494, -6.393)
O (6.338, -16.838, -6.556)
O (4.823, -18.173, -5.090)
F (4.095, -16.191, -6.122)

Löwdin atomic charge list, values in e, 2 entries:
1 K 0.948
2 N -0.196

Run 2
Formula: F4KN2O8S4
Source: the OMol25 dataset
Level of theory: ωB97M-V/def2-TZVPD

Output
Gap between HOMO and LUMO: 9.8 eV
Net charge: -1
E_HOMO: -7.77 eV
Molecular weight: 399.364 g/mol
Multiplicity: 1

Cartesian coordinates (Å):
K (-0.860, 0.397, 0.952)
N (0.021, -1.360, 0.377)
S (0.439, -2.602, 1.181)
O (0.690, -3.850, 0.497)
O (0.080, -2.596, 2.601)
F (1.924, -2.138, 1.373)
S (-1.458, -2.056, -0.009)
O (-2.382, -2.285, 1.052)
O (-1.422, -3.005, -1.103)
F (-2.115, -0.787, -0.708)
N (0.255, 1.387, -0.125)
S (1.225, 2.769, 0.177)
O (0.762, 4.077, -0.235)
O (2.655, 2.457, 0.026)
F (1.173, 2.754, 1.770)
S (-0.034, 1.857, -1.568)
O (1.027, 1.841, -2.558)
O (-1.187, 2.722, -1.849)
F (-0.793, 0.418, -1.850)

Löwdin atomic charge list, values in e, 2 entries:
1 K 1.010
2 N -0.447

Which of them is the most stable, and which is the least stable? run 1 and run 2, in that order.